{
  "formula": "C3H6N2O2",
  "method": "the ωB97M-V functional and the def2-TZVPD basis",
  "gap_ev": 10.69,
  "smiles": "O=C1COC=N1.N",
  "relative_energy_ev": 1.579,
  "homo_ev": -10.069,
  "total_energy_ha": -377.9013,
  "total_charge": 0,
  "elements": ["N", "C", "O", "C", "O", "C", "N", "H", "H", "H", "H", "H", "H"],
  "coordinates": [[2.081, 0.171, -0.271], [-0.507, 0.319, 0.946], [0.029, 0.945, 1.824], [-1.004, 0.866, -0.390], [-1.658, -0.266, -0.985], [-1.431, -1.272, -0.137], [-0.795, -1.068, 0.956], [2.136, 0.692, 0.600], [2.893, 0.427, -0.823], [-0.144, 1.138, -1.008], [-1.711, 1.691, -0.290], [-1.831, -2.228, -0.457], [2.183, -0.807, -0.014]],
  "atomic_forces_ev_per_a": [[0.2, 0.0, 0.1], [0.1, 0.4, 0.2], [-0.2, -0.3, -0.4], [0.1, 0.2, 0.1], [0.1, -0.1, 0.0], [0.0, -0.1, 0.1], [-0.2, 0.1, -0.2], [0.0, 0.0, -0.1], [-0.1, -0.1, 0.1], [-0.1, 0.0, 0.1], [0.1, -0.1, 0.0], [0.0, 0.0, 0.0], [0.0, 0.1, -0.1]]
}